# C44H68N5O6SSn

A molecular structure, C44H68N5O6SSn (ωB97M-V with the def2-TZVPD basis set, OMol25).

Output
E_tot in Ha: -3055.00926
M in u: 913.835
Maximum force in eV Å⁻¹: 0.89
Lowest unoccupied orbital energy in eV: -3.7950
Total charge: +1
Frontier orbital gap in eV: 6.6
Relative energy (zero: lowest compared OMol25 entry of this formula, charge and spin) in eV: 0.8396

Atoms and positions in Å:
Sn -0.87 -0.74 0.30
C 7.19 0.08 0.19
C 6.39 1.10 1.01
C 7.08 1.27 2.37
C 6.40 2.47 0.29
C 4.93 0.66 1.13
C 4.20 0.38 0.03
C 2.80 0.06 0.14
N 1.93 0.11 -0.81
C 2.18 0.63 -2.07
C 3.06 1.70 -2.30
C 3.27 2.18 -3.58
C 2.53 1.63 -4.62
C 1.58 0.63 -4.44
C 1.44 0.10 -3.15
O 0.60 -0.94 -2.85
C 0.66 0.22 -5.61
C 0.96 1.04 -6.87
C -0.79 0.51 -5.20
C 0.83 -1.26 -5.98
C 4.22 3.34 -3.88
C 4.98 3.80 -2.64
C 5.26 2.89 -4.92
C 3.41 4.52 -4.43
C 2.26 -0.35 1.50
O 1.26 -1.06 1.60
C 3.03 0.13 2.65
C 4.27 0.60 2.42
C 2.52 0.10 4.10
C 2.59 1.53 4.67
C 3.44 -0.83 4.93
C 1.08 -0.40 4.27
H 8.23 0.40 0.12
H 6.80 -0.02 -0.83
H 7.16 -0.90 0.67
H 8.12 1.53 2.20
H 7.05 0.35 2.95
H 6.63 2.08 2.95
H 7.42 2.85 0.24
H 5.79 3.19 0.84
H 6.01 2.38 -0.72
H 4.64 0.40 -0.95
H 3.51 2.18 -1.45
H 2.68 2.03 -5.61
H 0.86 2.11 -6.68
H 0.24 0.77 -7.64
H 1.96 0.83 -7.26
H -0.92 1.57 -4.99
H -1.08 -0.05 -4.31
H -1.46 0.24 -6.02
H 1.89 -1.50 -6.11
H 0.32 -1.45 -6.92
H 0.42 -1.93 -5.24
H 5.60 3.00 -2.23
H 4.31 4.17 -1.86
H 5.65 4.62 -2.91
H 5.82 2.03 -4.56
H 5.96 3.70 -5.12
H 4.79 2.61 -5.87
H 2.64 4.81 -3.72
H 2.93 4.27 -5.38
H 4.07 5.38 -4.59
H 4.85 0.92 3.27
H 3.60 1.92 4.67
H 2.22 1.53 5.70
H 1.96 2.19 4.08
H 4.47 -0.47 4.94
H 3.43 -1.84 4.51
H 3.08 -0.88 5.95
H 0.39 0.17 3.64
H 0.79 -0.26 5.31
H 0.99 -1.45 4.03
N 0.65 -4.25 -2.24
C -0.43 -4.16 -1.26
C -0.35 -5.06 -0.03
C -1.40 -4.58 0.98
N -1.02 -3.24 1.48
C -2.81 -4.56 0.35
C -2.90 -3.90 -1.03
N -2.82 -2.44 -0.94
C -1.78 -4.39 -1.94
H 1.55 -4.17 -1.78
H 0.85 -1.73 -3.38
H 0.63 -5.13 -2.73
H -0.41 -3.14 -0.88
H 0.64 -5.00 0.43
H -0.55 -6.10 -0.29
H -1.43 -5.29 1.81
H -0.13 -3.32 1.97
H -1.70 -2.93 2.17
H -3.50 -4.08 1.05
H -3.12 -5.60 0.24
H -3.86 -4.20 -1.46
H -3.49 -2.10 -0.26
H -3.08 -2.03 -1.83
H -1.82 -3.85 -2.88
H -1.91 -5.46 -2.14
C -8.73 -0.80 -1.77
C -7.60 -0.87 -0.78
C -7.79 -1.50 0.45
C -6.77 -1.56 1.38
C -5.54 -0.99 1.07
C -5.32 -0.36 -0.15
C -6.36 -0.31 -1.07
S -4.29 -1.02 2.31
O -4.50 -2.13 3.20
O -2.99 -1.00 1.67
N -4.61 0.33 3.17
C -4.34 1.67 2.61
C -2.87 2.08 2.66
C -2.06 1.48 1.51
O -0.88 1.09 1.78
O -2.57 1.35 0.38
H -9.55 -0.20 -1.36
H -9.12 -1.79 -1.98
H -8.41 -0.33 -2.70
H -8.75 -1.94 0.69
H -6.90 -2.04 2.34
H -4.36 0.09 -0.36
H -6.20 0.18 -2.02
H -4.37 0.22 4.15
H -4.96 2.37 3.16
H -4.67 1.66 1.57
H -2.41 1.75 3.60
H -2.79 3.16 2.61

Löwdin population analysis, charges in e, atoms 1 to 4: 1.6188, -0.0359, -0.5455, -0.0580